Record 1
{"formula": "C15H19N2OP", "method": "ωB97M-V with the def2-TZVPD basis set", "lumo_energy_ha": 0.0283, "multiplicity": 1, "smiles": "Cc1ccccc1NP(C)(=O)Nc1ccccc1C", "mol_weight_da": 274.30, "energy_ev": -30182.5850, "orbital_gap_ev": 8.948, "e_homo_ev": -8.177, "max_force_ha_per_bohr": 0.0214, "symbols": ["H", "H", "C", "H", "C", "P", "C", "C", "H", "C", "N", "C", "C", "H", "H", "C", "C", "H", "H", "C", "C", "H", "C", "O", "H", "H", "C", "C", "H", "N", "H", "C", "H", "H", "H", "H", "H", "H"], "coordinates": [[0.204480, 0.543540, 0.824346], [-1.973796, -1.893929, -0.752144], [-3.351808, 1.700953, -0.006225], [-2.776246, 3.595164, 0.806734], [-0.799622, 0.867064, 0.602135], [-0.055453, -2.311548, 0.306531], [2.374460, 0.254261, -1.171076], [-2.466261, 2.585112, 0.586231], [-3.622448, -0.865680, -1.922672], [-3.970402, -0.542291, -0.940554], [1.440326, -1.803021, -0.261392], [-0.056687, -2.138090, 2.127833], [-2.987814, 0.396930, -0.302542], [0.014810, -1.109737, 2.463789], [2.421092, -0.927918, 2.003410], [3.280236, 0.931807, 1.380754], [-1.686830, -0.023746, 0.010894], [3.630723, 1.187421, 2.369581], [-0.477467, 2.838123, 1.346383], [3.075579, 1.429965, -0.950667], [3.523014, 1.776378, 0.312466], [-4.931105, -0.050274, -1.068538], [2.128085, -0.593598, -0.083817], [-0.309896, -3.666344, -0.181144], [3.265443, 2.090871, -1.784237], [-4.122190, -1.428381, -0.322385], [-1.184969, 2.162511, 0.889228], [1.865874, -0.096129, -2.536822], [-0.994796, -2.570139, 2.472223], [-1.281629, -1.316998, -0.295759], [2.384687, -0.970124, -2.934525], [2.594116, -0.251884, 1.180709], [0.799070, -0.321273, -2.500478], [4.060680, 2.700651, 0.460203], [0.766272, -2.729009, 2.521588], [-4.353578, 2.029834, -0.243902], [2.021350, 0.731329, -3.223929], [1.552694, -2.211811, -1.182243]], "atomic_forces_ev_per_a": [[0.09, 0.09, 0.02], [0.02, -0.01, -0.03], [0.10, -0.02, 0.02], [-0.02, 0.09, 0.02], [0.01, -0.01, 0.03], [0.10, 0.75, 0.80], [-0.10, -0.07, 0.05], [-0.01, 0.15, 0.04], [-0.03, -0.09, -0.09], [0.13, 0.07, 0.07], [-0.42, -0.50, -0.15], [0.03, -0.08, -0.85], [-0.04, -0.04, 0.01], [0.02, 0.13, 0.04], [0.02, -0.09, 0.08], [-0.03, 0.07, 0.06], [0.01, 0.39, 0.09], [0.04, 0.02, 0.08], [0.06, 0.06, 0.04], [0.02, -0.04, 0.05], [0.05, 0.09, 0.05], [-0.05, -0.03, -0.03], [0.34, 0.41, 0.19], [-0.18, -0.64, -0.25], [0.00, 0.05, -0.09], [-0.06, -0.10, -0.02], [-0.04, 0.04, 0.04], [-0.03, 0.00, 0.08], [-0.06, 0.02, -0.03], [0.00, -0.69, -0.04], [-0.02, -0.06, -0.11], [0.00, -0.04, -0.06], [-0.04, -0.03, -0.06], [0.05, 0.08, 0.01], [0.08, 0.00, 0.03], [-0.10, 0.01, -0.03], [0.01, 0.00, -0.07], [0.07, -0.01, 0.02]]}



Record 2
{"formula": "C15H19N3O2S2", "method": "ωB97M-V with the def2-TZVPD basis set", "lumo_energy_ha": 0.0103, "multiplicity": 1, "smiles": "CCSCc1nnc(SCC(=O)c2ccc(OC)cc2)n1C", "mol_weight_da": 337.47, "energy_ev": -46098.5909, "relative_energy_kj_mol": 40.4, "orbital_gap_ev": 8.614, "e_homo_ev": -8.334, "max_force_ha_per_bohr": 0.0244, "symbols": ["H", "C", "H", "H", "H", "C", "H", "C", "H", "O", "H", "C", "C", "C", "H", "N", "C", "H", "H", "H", "C", "H", "C", "H", "C", "O", "C", "S", "C", "H", "S", "H", "N", "H", "N", "H", "C", "H", "C", "C", "H"], "coordinates": [[0.864660, 2.694671, 2.411471], [-2.786368, 0.131098, -3.208461], [-0.656509, 2.926882, 3.307807], [2.037296, -0.588106, 1.593957], [-1.588672, -2.301679, 1.454768], [-0.829954, -0.112648, 2.591599], [3.450686, -0.771315, 3.623198], [-1.246218, -0.954519, -1.712767], [-1.985971, 0.823154, -7.405990], [0.311188, -1.789911, -0.152627], [-0.509401, 0.922236, -6.416019], [-2.477894, -0.338390, -1.954019], [3.721643, -0.054885, 2.849063], [-0.343356, -1.070064, -2.770480], [3.284131, 0.364239, 0.780673], [0.553695, -0.889441, 4.013731], [-0.837698, -1.494704, -0.403200], [-3.190528, -0.196056, -1.156551], [1.487617, 2.070930, 5.015999], [3.554576, -1.343036, 1.146696], [-0.650554, -0.613552, -4.034913], [-1.217701, -0.669924, -6.813704], [1.846902, 1.127880, 4.605304], [0.610517, -1.538201, -2.577772], [-1.442834, 0.374247, -6.576150], [-2.299297, 0.476659, -5.461948], [-1.883793, -0.007372, -4.269373], [-2.105914, 0.017860, 1.417439], [3.107563, -0.421408, 1.512096], [4.807408, 0.006826, 2.771943], [3.197708, 1.591666, 3.447057], [-3.729919, 0.615216, -3.404635], [-0.459106, -1.206593, 3.200071], [-2.880879, -1.927277, 0.257529], [-0.075774, 0.948795, 2.998810], [0.070989, -0.731608, -4.827700], [-1.913415, -1.634863, 0.656951], [-0.701851, 2.353210, 1.626904], [0.783760, 0.391374, 3.906705], [-0.145777, 2.311997, 2.563212], [2.269043, 0.506612, 5.393327]], "atomic_forces_ev_per_a": [[-0.10, -0.03, -0.06], [-0.02, 0.08, -0.29], [0.00, 0.01, -0.07], [-0.11, -0.01, -0.02], [-0.06, -0.04, -0.15], [0.05, -0.01, 0.01], [0.12, -0.08, 0.01], [0.22, 0.10, -0.62], [0.08, -0.04, 0.04], [-0.08, -0.05, -0.07], [-0.03, -0.03, 0.00], [0.26, -0.13, -0.02], [-0.17, 0.38, 0.03], [-0.19, -0.01, 0.36], [0.01, 0.03, -0.08], [0.95, 0.20, 0.80], [-0.06, -0.15, 0.40], [-0.11, -0.02, 0.04], [0.02, -0.02, 0.11], [0.01, -0.13, -0.11], [-0.08, 0.14, -0.37], [0.00, 0.04, 0.02], [0.58, 0.13, -0.35], [0.06, -0.03, 0.02], [0.17, -0.03, -0.20], [-0.19, 0.02, 0.27], [-0.02, -0.05, 0.31], [-0.38, -0.03, -0.11], [0.01, -0.05, 0.08], [-0.02, -0.08, 0.10], [0.05, -0.01, 0.21], [-0.11, 0.06, -0.02], [-0.83, -0.17, -0.65], [-0.01, 0.02, 0.03], [0.07, -0.87, 0.20], [0.04, 0.00, -0.09], [0.27, 0.21, 0.22], [0.08, 0.03, 0.03], [-0.26, 0.03, 0.00], [-0.03, 0.55, -0.05], [-0.17, 0.06, 0.04]]}



Record 3
{"formula": "C15H19N3O4S", "method": "ωB97M-V with the def2-TZVPD basis set", "lumo_energy_ha": 0.0098, "multiplicity": 1, "smiles": "C[C@](O)(CN(C1CC1)S(=O)(=O)c1ccc(O)cc1)c1ccn[nH]1", "mol_weight_da": 337.40, "energy_ev": -39354.0679, "relative_energy_kj_mol": 581.9, "orbital_gap_ev": 9.299, "e_homo_ev": -9.033, "max_force_ha_per_bohr": 0.1414, "symbols": ["H", "C", "H", "C", "H", "C", "C", "H", "O", "H", "H", "C", "H", "H", "O", "H", "S", "H", "H", "H", "C", "C", "H", "C", "N", "H", "C", "H", "H", "C", "N", "C", "N", "H", "O", "H", "C", "O", "C", "H", "C", "C"], "coordinates": [[-3.985267, -1.483383, 2.384327], [-2.990521, -1.828084, 1.987622], [4.630606, 1.178061, -0.882221], [0.431240, 3.259248, -1.636463], [-3.747288, -3.086843, 0.211138], [-0.659382, 3.803341, -2.272625], [-1.980614, 2.434760, -0.847179], [2.471039, -3.652544, 0.383357], [-0.466262, 4.689625, -3.281763], [0.027339, -0.644390, -1.010960], [-3.280557, -0.712066, -0.011947], [-1.894334, 3.364767, -1.831824], [-2.219023, -1.687394, 2.729734], [0.492997, 4.706148, -3.543108], [-2.104675, 1.176850, 2.044329], [1.320473, 1.800070, -0.466294], [-0.922602, 0.791241, 1.244015], [1.317914, 3.858804, -1.765570], [0.557359, -1.142407, 2.187929], [-2.851260, 3.854398, -2.086558], [-2.550299, -1.315711, 0.634222], [1.157358, -1.856920, 0.491364], [2.909046, -0.946594, -1.616656], [-0.205260, -1.410548, -0.199120], [-1.175255, -0.871301, 0.795816], [0.870905, -4.002023, -0.101120], [2.376490, -0.960561, 0.467514], [1.827004, -3.025807, -1.199492], [-0.685787, -2.368526, -0.560558], [4.033575, 0.518385, -0.245663], [2.901324, -0.141562, 1.466460], [0.381642, 2.384623, -0.669308], [3.897652, 0.735017, 1.049138], [-2.950321, 2.164689, -0.518516], [1.032454, -1.970679, 1.929985], [2.448680, -0.139836, 2.387899], [3.108705, -0.588399, -0.550973], [0.368670, 0.762317, 1.894492], [1.635775, -3.208324, -0.136022], [-1.903557, -3.516964, 0.628589], [-2.787375, -2.782890, 0.741448], [-0.838609, 1.861411, -0.225436]], "atomic_forces_ev_per_a": [[0.86, -1.00, -0.75], [-1.51, 0.13, -0.98], [-0.05, -0.67, 0.36], [0.95, 3.76, -2.22], [1.50, 0.20, 0.89], [0.07, -0.16, -0.30], [1.04, -1.51, 1.83], [0.55, 0.40, 0.01], [0.45, 0.03, -0.13], [-0.39, -1.20, 0.63], [1.33, -0.77, 0.93], [-1.41, 1.55, -0.82], [0.11, -0.53, -0.11], [-1.36, -0.06, 0.55], [2.06, -0.63, -1.86], [-0.74, 1.15, 0.76], [-2.53, -0.64, 0.97], [0.85, -0.57, -0.52], [0.35, -0.94, -0.02], [0.78, -0.35, -0.49], [-0.78, 1.37, 0.43], [1.39, -0.71, 1.72], [0.50, 0.44, 1.56], [0.59, 0.29, 0.24], [0.94, 1.50, -1.66], [-0.18, 0.50, 0.09], [0.23, 2.34, 1.07], [0.32, -0.10, 0.25], [0.64, 1.43, -0.06], [-2.05, -1.94, 0.79], [-0.31, -0.45, 0.55], [0.92, -5.22, 2.63], [-1.62, -0.76, 0.79], [-0.78, -0.26, 0.45], [-1.52, -0.31, -0.30], [1.08, 0.53, -0.55], [2.06, 1.27, -6.85], [-0.51, 0.42, -0.66], [-1.42, 0.12, 0.13], [-1.66, 1.27, 0.59], [-0.24, -0.53, 0.36], [-0.54, 0.62, -0.29]]}



Record 4
{"formula": "C15H19N4O6", "method": "ωB97M-V with the def2-TZVPD basis set", "lumo_energy_ha": 0.0731, "multiplicity": 1, "mol_weight_da": 351.34, "energy_ev": -34104.5361, "total_charge": -1, "orbital_gap_ev": 5.380, "e_homo_ev": -3.392, "max_force_ha_per_bohr": 0.0611, "symbols": ["H", "C", "N", "C", "C", "H", "C", "N", "O", "H", "H", "H", "H", "H", "H", "H", "O", "H", "N", "H", "C", "H", "O", "C", "H", "C", "H", "H", "O", "C", "N", "C", "H", "C", "C", "H", "C", "C", "O", "O", "C", "H", "C", "H"], "coordinates": [[1.890650, -2.537674, -3.056897], [-3.614688, -2.896251, -1.239744], [-2.406467, -0.997967, -0.084947], [1.078029, -1.160092, 0.733139], [2.092633, -2.258936, 0.375992], [2.718182, -3.575568, -1.176100], [1.231522, 0.114316, 0.041402], [-2.268260, 1.845494, 2.001334], [-1.881758, 2.924898, 1.607039], [1.135068, 5.766576, 0.224190], [-4.053792, -2.048900, -1.785022], [2.838189, -0.402344, -2.990670], [0.673448, 4.665315, -1.090629], [0.975411, -3.649784, -0.868663], [2.065938, -2.997347, 1.186863], [-1.078264, 0.677502, -0.242314], [1.072854, 2.439114, 0.106139], [3.075214, 0.811665, -0.695916], [-3.521382, -1.420298, 2.014816], [1.700640, 1.111436, -1.745668], [1.657354, -1.989737, -2.131121], [3.091206, -1.803922, 0.365985], [-3.817063, -2.755545, 0.187585], [1.829895, -2.958381, -0.955066], [-0.061636, 3.816052, 1.140889], [1.018612, 1.325918, 0.888753], [1.641823, 3.722330, 1.669215], [3.597100, -1.186043, -1.618088], [-3.113354, 1.827211, 3.202308], [-3.117172, -0.215524, 2.404626], [-3.592208, 0.557129, 3.449325], [1.304645, 4.777240, -0.203310], [-4.139211, -3.813100, -1.482610], [0.971020, 3.709205, 0.801584], [2.152647, 0.338207, -1.099158], [0.624011, -1.638492, -2.231356], [-3.222737, -1.687178, 0.731223], [2.631746, -0.818291, -1.994866], [0.840066, 1.368321, 2.097533], [0.194377, -1.391841, 1.553338], [-1.812931, 0.113601, 0.322817], [2.353252, 4.699236, -0.506416], [-2.204084, 0.557466, 1.583786], [-2.550525, -2.965013, -1.491321]], "atomic_forces_ev_per_a": [[-0.14, 0.09, 0.11], [-0.02, -0.04, 0.25], [1.31, 1.13, -0.83], [0.62, 1.23, -1.26], [-0.23, -0.04, 0.42], [-0.27, 0.00, 0.06], [-0.62, -0.14, 2.40], [-0.69, -1.02, 1.24], [-0.31, -0.60, 0.13], [0.01, 0.02, 0.00], [0.14, -0.24, 0.22], [0.01, -0.05, 0.15], [0.09, 0.06, 0.09], [0.18, 0.27, -0.02], [0.00, 0.15, -0.11], [-0.18, -0.37, -0.47], [0.16, 1.31, 0.50], [-0.12, 0.06, -0.40], [-0.41, -1.28, -1.57], [0.19, -0.29, 0.10], [0.26, -0.22, -0.19], [-0.12, -0.12, 0.01], [0.25, 0.25, -0.35], [0.11, -0.28, -0.15], [0.35, 0.02, 0.15], [-0.05, -2.40, -0.76], [-0.15, -0.07, -0.18], [-0.21, -0.10, -0.16], [1.18, -0.32, -1.09], [0.35, 2.90, 1.16], [0.86, -1.53, -2.39], [0.23, 0.02, -0.21], [-0.03, -0.09, -0.09], [-0.26, -0.57, -0.14], [0.98, 0.83, -0.58], [0.13, 0.07, 0.19], [-0.11, 0.61, 2.17], [-0.18, 0.06, -0.19], [-0.16, 0.58, -0.35], [-0.42, -0.43, 0.55], [-0.79, -1.26, 0.08], [-0.11, 0.07, -0.07], [-1.50, 1.74, 1.46], [-0.31, -0.02, 0.12]]}